[1]
Density functional theory data (wB97M-V/def2-TZVPD) for an isolated ion of composition C18H31OSi and charge +1.

ORCA input file:
```
! wB97M-V def2-TZVPD RIJCOSX def2/J DEFGRID3
* xyz 1 1
C 3.825 0.542 3.165
O 2.644 0.831 2.398
C 1.692 -0.224 2.317
C 0.397 0.153 3.046
C -0.478 -0.900 3.330
C -1.806 -0.647 3.641
C -2.264 0.671 3.725
C -3.715 0.931 3.977
C -1.359 1.725 3.558
C -0.018 1.478 3.248
H 4.299 1.508 3.370
H 3.565 0.026 4.108
H 4.531 -0.104 2.606
H 2.106 -1.121 2.817
H -0.105 -1.920 3.245
H -2.497 -1.471 3.796
H -3.912 2.005 4.040
H -4.341 0.524 3.175
H -4.042 0.446 4.904
H -1.706 2.757 3.665
H 0.693 2.297 3.110
C -0.108 2.316 -3.033
C -0.706 1.055 -2.413
Si 0.364 -0.468 -2.595
C -0.514 -2.015 -2.018
C -1.812 -1.801 -1.243
C 0.744 -0.668 -4.427
C -0.490 -0.854 -5.316
C 1.944 -0.217 -1.535
C 1.708 0.303 -0.196
C 1.399 -0.632 0.882
H -0.804 3.149 -2.876
H 0.851 2.591 -2.576
H 0.048 2.219 -4.115
H -0.889 1.210 -1.340
H -1.679 0.822 -2.871
H -0.713 -2.609 -2.923
H 0.198 -2.607 -1.424
H -2.263 -2.778 -1.019
H -1.651 -1.282 -0.288
H -2.548 -1.227 -1.821
H 1.315 0.214 -4.750
H 1.416 -1.533 -4.529
H -0.171 -0.955 -6.361
H -1.057 -1.758 -5.060
H -1.180 -0.002 -5.268
H 2.338 -1.244 -1.473
H 2.626 0.399 -2.144
H 1.851 1.372 0.028
H 0.335 -0.930 0.779
H 1.942 -1.577 0.686
*
```

Results
- HOMO (eV) = -11.55


[2]
Density functional theory data (wB97M-V/def2-TZVPD) for C18H32AgFI2N3O4P as an isolated structure.

ORCA input file:
```
! wB97M-V def2-TZVPD RIJCOSX def2/J DEFGRID3
* xyz 0 1
C -4.269 -4.266 1.262
C -2.905 -3.608 0.929
I -1.476 -4.689 2.141
C -2.847 -2.109 1.233
I -4.671 -1.138 0.545
P -1.329 -0.986 0.631
N -0.241 -1.462 1.933
C -0.600 -2.215 -0.605
C 0.651 -1.775 -1.378
C 0.362 -0.902 -2.613
C 1.315 -1.130 -3.785
N 2.683 -0.712 -3.539
C 3.303 0.311 -4.207
C 4.580 0.443 -3.737
C 4.765 -0.555 -2.734
C 3.579 -1.238 -2.653
O -1.992 0.214 1.784
C -1.985 1.441 1.207
C -2.303 2.549 2.222
C -2.222 3.849 1.529
O -2.434 3.913 0.343
F -1.905 4.933 2.207
C -0.707 1.572 0.302
C 0.495 2.431 0.747
C 1.325 1.904 1.923
O 0.556 1.689 3.098
C 2.461 2.899 2.241
N 3.619 2.707 1.358
O -0.247 0.295 0.078
H -4.954 -4.142 0.424
H -4.683 -3.858 2.182
H -4.133 -5.339 1.395
H -2.714 -3.821 -0.119
H -2.915 -1.992 2.316
H -2.218 -0.473 -0.395
H -0.714 -1.819 2.749
H 0.463 -2.113 1.620
H -0.376 -3.174 -0.135
H -1.387 -2.430 -1.339
H 1.396 -1.303 -0.738
H 1.130 -2.692 -1.754
H 0.445 0.149 -2.330
H -0.655 -1.109 -2.953
H 1.275 -2.163 -4.139
H 0.971 -0.508 -4.615
H 2.843 0.898 -4.985
H 5.331 1.153 -4.043
H 5.638 -0.753 -2.138
H 3.315 -2.055 -2.003
H -2.874 1.464 0.512
H -1.766 2.494 3.164
H -3.362 2.423 2.483
H -1.056 2.050 -0.646
H 0.259 3.492 0.913
H 1.166 2.408 -0.118
H 1.781 0.973 1.597
H 0.405 2.555 3.495
H 2.708 2.770 3.299
H 2.068 3.915 2.131
H 3.981 3.604 1.059
H 4.370 2.267 1.876
Ag -3.300 2.764 -1.226
*
```

Results
- HOMO (eV) = -7.55


[3]
Density functional theory data (wB97M-V/def2-TZVPD) for C18H32AlBBrCaCl2F5N4O12PS as an isolated structure.

ORCA input file:
```
! wB97M-V def2-TZVPD RIJCOSX def2/J DEFGRID3
* xyz -1 1
N 2.260 -5.441 -0.653
C 1.943 -4.518 -1.655
N 2.559 -3.247 -1.533
C 1.916 -2.165 -2.345
C 1.140 -2.668 -3.599
C 0.165 -3.817 -3.065
C -0.959 -4.205 -4.108
C -2.284 -4.510 -3.278
C -2.871 -3.193 -2.585
Cl -4.547 -3.492 -1.860
N 1.087 -4.959 -2.711
H 1.510 -5.673 0.031
H 3.185 -5.876 -0.677
H 2.385 -2.979 -0.549
H 1.183 -1.633 -1.658
H 2.733 -1.407 -2.576
H 0.570 -1.846 -4.130
H 1.820 -3.156 -4.361
H -0.235 -3.434 -2.077
H -0.657 -5.074 -4.765
H -1.193 -3.294 -4.744
H -2.126 -5.251 -2.444
H -3.122 -4.888 -3.943
H -2.232 -2.833 -1.732
H -2.904 -2.333 -3.324
H 0.510 -5.818 -2.449
B 3.982 1.181 -1.189
F 3.218 2.264 -0.701
F 5.355 1.522 -1.265
F 3.823 0.059 -0.303
F 3.509 0.824 -2.497
C 8.116 1.375 -0.595
C 9.607 1.263 -0.932
O 9.890 1.401 -2.133
O 10.362 1.049 0.052
H 7.518 1.558 -1.491
H 7.734 0.404 -0.109
H 7.956 2.197 0.107
Al -7.147 -3.964 -1.168
F 4.675 3.714 -1.575
Br 8.509 -0.890 0.177
Cl 0.027 -7.585 -3.208
Ca 0.993 -7.584 -0.818
C -2.542 1.080 0.938
O -2.360 2.434 0.575
P -0.963 3.251 1.162
O -0.036 2.053 0.980
O -1.571 3.274 2.687
C -2.823 3.930 2.900
O 0.272 4.328 1.656
C 1.576 4.203 1.098
H -3.600 0.838 0.804
H -1.956 0.439 0.276
H -2.267 0.902 1.978
H -3.607 3.175 2.999
H -3.071 4.602 2.074
H -2.768 4.503 3.821
H 1.533 3.993 0.028
H 2.129 3.418 1.611
H 2.101 5.148 1.249
C -6.036 9.211 5.734
C -4.758 8.820 5.351
C -4.424 7.472 5.314
C -5.382 6.524 5.658
C -6.661 6.907 6.049
C -6.985 8.257 6.086
N -5.042 5.103 5.597
O -3.907 4.806 5.268
O -5.913 4.297 5.872
H -6.295 10.264 5.756
H -4.021 9.567 5.079
H -3.426 7.179 5.015
H -7.408 6.172 6.322
H -7.979 8.567 6.386
O 2.322 -12.438 -4.402
S 1.605 -11.151 -4.368
O 1.784 -10.446 -5.649
O 2.145 -10.313 -3.273
O 0.169 -11.393 -4.121
*
```

Results
- HOMO (eV) = -3.45